[1]
Below is 3 unconnected molecules or ions with the total composition C20H49N7O7P2S, with properties calculated with ωB97M-V/def2-TZVPD.

The highest occupied orbital energy comes out at -7.84 eV. As for the SMILES: COC[C@]1(CC(=O)O)OC(=O)[C@H](N)[C@@H]1S.CN(C)P(=O)(N(C)C)N(C)C.CN(C)P(=O)(N(C)C)N(C)C. For the energy above the lowest of the compared OMol25 structures with the same formula, charge and spin, the calculation gives 164.1 kcal per mole. The value obtained for the largest force on an atom is 8.84 eV/A. As for the calculated total energy: -2782.02931 a.u.

Each line ends with the Mulliken charge.
Element x y z (Å)
C 9.2476 1.1622 -5.6375  -0.6585
O 8.0694 1.7894 -6.1928  -0.2858
C 6.9057 0.9346 -6.1036  -1.0978
C 5.6365 1.8679 -5.7707  0.9990
C 5.7856 3.2737 -6.5283  -0.8644
C 6.4701 4.4429 -5.6998  0.3724
O 6.5206 5.5749 -6.2567  -0.5528
O 7.0737 4.3376 -4.4184  -0.4248
O 5.5760 1.8108 -4.3217  -0.3636
C 4.2790 1.3177 -3.8941  0.1780
O 3.9968 0.5759 -2.9460  -0.5305
C 3.3387 1.9672 -5.0435  -0.0577
N 1.8737 1.7179 -4.9926  -0.6027
C 4.1783 1.3599 -6.2986  -0.0618
S 4.2661 -0.5158 -6.1863  -0.2841
H 9.4469 0.1349 -6.0944  0.2777
H 10.1526 1.8176 -5.9063  0.2258
H 9.1975 1.1391 -4.4893  0.2834
H 7.0619 0.1803 -5.2630  0.4882
H 6.7760 0.4320 -7.1372  0.2405
H 4.7172 3.6233 -6.7891  0.3902
H 6.2894 3.0646 -7.5419  0.3945
H 6.3689 4.5873 -3.7787  0.3445
H 3.5292 3.0879 -4.8585  0.3336
H 1.5210 2.0371 -5.9181  0.2851
H 1.4853 2.4145 -4.3256  0.3253
H 3.8453 1.7069 -7.3351  0.4334
H 2.9847 -1.0339 -6.0732  0.1887
O -1.9045 -1.4472 0.2525  -0.8081
P -0.4094 -1.3600 -0.0999  0.8829
N -0.3060 -3.0541 -0.3954  0.1008
C 0.7023 -3.9913 0.0602  -0.8006
C -1.0011 -3.5292 -1.5918  -1.0072
N 0.0627 -1.0417 1.5345  0.2260
C 1.0328 -1.8007 2.3043  -1.1783
C -0.9664 -0.5508 2.4534  -1.1605
N 1.2957 -1.1668 -0.5555  -0.0928
C 1.7208 0.2504 -0.3888  -0.9913
C 1.6195 -1.4802 -1.9635  -0.9773
H 1.7173 -3.7461 -0.2707  0.2782
H 0.5038 -5.0083 -0.2891  0.3631
H 0.7042 -4.0786 1.1452  0.1990
H -0.4812 -3.2373 -2.5116  0.2649
H -2.0107 -3.1135 -1.6456  0.2541
H -1.1190 -4.6153 -1.6029  0.4047
H 0.5832 -2.6925 2.7527  0.3096
H 1.4318 -1.1914 3.1229  0.3544
H 1.9063 -2.0925 1.7194  0.3661
H -1.6242 -1.3652 2.7870  0.3288
H -1.5723 0.2255 1.9837  0.3190
H -0.5209 -0.0892 3.3411  0.4140
H 1.1366 0.9153 -1.0312  0.3238
H 2.7804 0.3686 -0.6298  0.3388
H 1.6081 0.5999 0.6381  0.3352
H 0.9492 -0.9606 -2.6542  0.4060
H 1.5725 -2.5490 -2.1722  0.2824
H 2.6483 -1.1967 -2.2009  0.2427
O -6.9279 -2.1177 4.9420  -0.7776
P -6.0420 -0.9819 5.4818  0.8531
N -7.3147 0.1716 5.3471  0.0208
C -7.2661 1.5108 4.7932  -0.7802
C -8.4203 0.0042 6.2905  -0.9880
N -5.0691 -0.9203 4.0533  0.2598
C -4.8254 0.2576 3.2388  -0.7485
C -5.0832 -2.0902 3.1700  -0.9276
N -4.9774 0.2604 6.1739  -0.1048
C -3.6205 -0.2985 6.4255  -1.0288
C -5.3969 0.8019 7.4834  -1.1030
H -6.5522 2.1728 5.2954  0.2896
H -8.2370 2.0114 4.8459  0.3705
H -7.0329 1.4942 3.7302  0.1994
H -8.1367 0.2898 7.3103  0.2859
H -8.7463 -1.0385 6.3262  0.2773
H -9.3003 0.5881 6.0108  0.3733
H -5.6382 0.4311 2.5263  0.2978
H -3.9050 0.1362 2.6576  0.0103
H -4.6663 1.1608 3.8301  0.3288
H -5.9973 -2.1200 2.5620  0.3001
H -5.0084 -3.0150 3.7441  0.3103
H -4.2239 -2.0855 2.4914  0.2347
H -3.6607 -1.1250 7.1406  0.3572
H -2.9490 0.4723 6.8141  0.3992
H -3.1497 -0.6717 5.5155  0.2566
H -5.6118 0.0026 8.1986  0.3798
H -6.2749 1.4426 7.4046  0.3278
H -4.6196 1.4460 7.9061  0.3719

Force components x, y, z for each atom (eV/Å):
1.0 0.5 0.2
0.0 -1.0 0.6
-0.1 0.2 -0.7
0.2 -0.9 -1.9
-0.4 -0.3 1.2
0.8 4.2 -2.3
-0.4 -4.4 2.0
-1.9 -0.6 -1.3
-1.9 -0.7 0.9
-1.1 -0.8 0.1
1.7 3.3 -3.2
0.8 -0.2 0.7
0.8 0.9 -0.5
-0.4 0.1 1.7
-0.5 0.1 -0.3
-0.4 1.2 0.7
-1.5 -0.9 0.3
-0.1 -0.3 -1.6
-0.5 0.9 -1.2
0.0 0.5 1.6
1.8 -0.1 0.5
-0.4 0.6 1.8
0.7 -0.2 -0.4
0.1 -1.4 -0.8
0.1 -0.4 0.9
0.3 -0.8 -0.5
0.7 -0.4 1.6
0.7 1.1 -0.1
0.1 3.1 -3.3
0.9 -5.8 6.4
-0.2 -1.3 -1.1
0.5 0.2 0.2
-0.5 0.4 0.0
-0.1 0.6 0.5
0.7 0.3 -0.2
-0.3 0.1 -0.3
-1.5 2.9 -1.9
0.5 0.4 0.6
0.2 -0.7 -0.4
0.2 0.0 0.1
-0.3 0.2 -0.2
0.1 0.2 0.0
0.0 -0.2 -0.2
0.1 0.1 0.1
0.2 0.1 0.2
0.0 -0.1 0.0
-0.2 0.1 0.0
-0.2 -0.1 -0.1
-0.1 0.1 0.0
0.0 -0.3 0.0
0.3 -0.2 -0.1
0.2 0.1 -0.1
-0.2 -0.2 -0.2
-0.2 -0.3 -0.1
0.2 0.0 -0.1
-0.3 0.0 0.2
-0.2 0.2 0.2
1.4 -1.5 4.1
-2.0 3.7 -7.8
-1.4 0.8 0.8
0.5 0.2 -0.1
0.0 -0.6 0.0
0.5 -0.4 -0.2
0.7 0.4 0.4
-0.1 -0.3 0.2
0.7 -2.7 2.5
0.7 0.1 -0.4
-0.5 0.5 0.1
0.1 0.1 0.0
0.0 -0.3 0.2
0.2 0.0 0.0
-0.2 0.1 0.2
0.1 0.0 -0.1
0.2 0.1 -0.1
-0.1 0.0 0.0
-0.1 -0.2 0.0
-0.3 -0.1 0.1
0.0 -0.1 0.0
-0.2 0.1 -0.1
0.0 0.3 0.1
0.1 0.1 0.2
-0.3 0.1 0.1
-0.4 0.0 0.0
0.1 0.1 0.1
-0.1 -0.2 -0.2
0.1 -0.3 -0.2


[2]
Below is a molecular structure, C20H50CoNO2P2Si4, with properties calculated with ωB97M-V/def2-TZVPD.

The highest occupied orbital energy (alpha / beta) comes out at -9.14 / -10.89 eV. As for the total charge: +1. As for the spin multiplicity: 4. The value obtained for the largest force on an atom is 2.87 eV/A. The expectation value of S² is 3.840. As for the calculated total energy: -4220.51567 a.u.

Each line ends with the Mulliken charge.
Element x y z (Å)
Co -0.0417 0.1459 -1.1472  -0.1833
P -2.2974 0.5732 -1.5388  1.0288
C -2.1617 0.9631 -3.2993  -1.7651
C -0.8828 1.4926 -3.7899  1.3729
N 0.2076 1.2129 -3.0369  0.1088
C 1.4328 1.6065 -3.4655  0.6211
C 1.6041 2.3309 -4.6475  -0.8510
C 0.4734 2.6382 -5.4117  -0.4312
C -0.7885 2.2115 -4.9830  -1.0854
C 2.6084 1.2339 -2.5665  -1.3711
P 2.2097 -0.2712 -1.4816  0.6384
H -1.6684 2.4282 -5.5698  0.5080
H 2.5869 2.6462 -4.9663  0.5252
H 0.5750 3.1948 -6.3320  0.4469
H 3.5039 1.0368 -3.1560  0.5442
H 2.8212 2.0819 -1.9152  0.4320
H -2.3100 -1.0695 -5.1640  0.3400
H -3.0701 1.2285 -3.8196  0.5642
H -0.7491 -3.5124 -3.7423  0.3258
O -2.0888 -2.0166 -5.4802  -0.6120
H -2.7603 -2.2864 -6.1738  0.3092
H -0.3186 -1.2706 -0.6807  0.1986
O -0.2276 -3.9577 -2.9650  -0.6685
H 0.5217 -3.3396 -2.7241  0.2662
C 2.7500 -1.6732 -2.6182  -1.5811
H 3.7856 -1.5356 -2.9292  0.4316
H 2.6681 -2.6308 -2.1028  0.3963
H 2.1229 -1.7001 -3.5100  0.4737
C 3.5811 -0.2035 -0.1957  -0.7200
H 3.5661 -1.1061 0.4153  0.2099
H 4.5554 -0.1235 -0.6777  0.5753
H 3.4390 0.6599 0.4551  -0.0551
C -3.0703 2.0383 -0.7614  -1.1163
H -4.0404 2.2506 -1.2090  0.5065
H -3.2123 1.8703 0.3058  0.0447
H -2.4346 2.9149 -0.8830  0.3738
C -3.4572 -0.8338 -1.3824  -1.1557
H -3.6663 -1.0336 -0.3318  0.1840
H -4.4010 -0.6190 -1.8823  0.4786
H -3.0339 -1.7403 -1.8141  0.3241
C -3.4597 0.1878 2.2872  -1.2649
Si -1.8795 -0.8107 2.4314  0.2941
C -1.9174 -0.9027 4.3160  -1.1414
C -2.1943 -2.5433 1.8004  -1.0364
Si 0.1042 -0.0514 1.4166  0.4419
Si 0.4930 2.0315 2.2416  0.1543
C 0.4538 2.0882 4.1061  -0.9044
C 2.1477 2.6991 1.7063  -0.8145
C -0.7789 3.2350 1.6163  -0.9278
Si 1.6295 -1.5203 2.3831  0.3939
C 1.1052 -2.3097 3.9837  -1.2328
C 1.8378 -3.0163 1.2677  -0.7209
C 3.2173 -0.7317 3.0522  -1.0821
H -4.2383 -0.2935 2.9136  0.4426
H -3.8886 0.2093 1.2888  0.3530
H -3.2944 1.2142 2.6708  0.3126
H -2.9110 -1.2901 4.6209  0.3954
H -1.1968 -1.5811 4.7733  0.3846
H -1.8071 0.1003 4.7595  0.2760
H -2.2819 -2.5411 0.6977  0.2507
H -1.3541 -3.2049 2.0836  0.2984
H -3.1299 -2.9358 2.2483  0.4355
H 1.1877 1.3767 4.5305  0.2263
H 0.7020 3.1161 4.4410  0.3917
H -0.5599 1.8464 4.4646  0.2218
H 2.2034 2.7114 0.5986  0.0199
H 2.2592 3.7347 2.0876  0.4876
H 2.9573 2.0791 2.1347  0.2411
H -0.7055 3.2836 0.5137  0.0231
H -1.7903 2.9135 1.9297  0.2618
H -0.5706 4.2400 2.0368  0.4736
H 0.2010 -2.9268 3.8261  0.2899
H 1.9119 -2.9878 4.3302  0.4478
H 0.9674 -1.5241 4.7533  0.2582
H 2.1892 -2.7530 0.2573  -0.0454
H 2.5546 -3.7224 1.7348  0.4326
H 0.8572 -3.5198 1.1576  0.3045
H 3.8744 -0.2074 2.3538  0.4017
H 2.9419 -0.0012 3.8369  0.2362
H 3.8270 -1.5281 3.5271  0.3866

Force components x, y, z for each atom (eV/Å):
0.1 -0.2 -0.6
1.2 -1.1 0.4
0.7 1.2 0.2
-1.4 -0.8 0.4
1.1 0.5 0.4
-0.3 -0.5 0.7
-0.7 -0.1 -0.1
-0.2 -0.3 0.6
0.9 0.2 -0.3
-0.6 -0.4 0.0
0.8 0.0 -0.6
-0.1 0.0 0.0
0.0 0.0 0.0
0.0 0.0 0.0
0.0 0.1 0.0
0.0 0.0 0.2
0.3 -2.4 -1.1
-0.1 -0.1 -0.5
1.6 -1.0 2.1
-1.3 1.6 -0.1
1.1 0.8 1.3
0.0 0.4 0.3
-0.3 2.1 -1.6
-1.5 -0.9 -0.6
-0.2 0.6 0.5
0.0 0.0 0.1
0.0 0.1 0.1
-0.1 0.1 0.0
-0.7 0.0 -0.7
0.0 0.1 -0.2
0.0 0.0 -0.2
-0.1 -0.1 -0.1
-0.1 0.0 -0.3
-0.1 0.0 -0.1
0.1 -0.1 -0.1
0.1 -0.1 -0.1
-0.2 0.3 -0.2
0.1 0.1 0.0
-0.1 0.0 0.0
0.2 0.1 -0.1
-0.5 0.3 -0.1
-0.4 -0.3 0.8
0.1 -0.1 0.5
-0.1 -0.3 -0.2
-0.6 -0.4 -0.3
0.2 0.8 0.3
0.0 0.0 0.4
0.4 0.2 -0.1
-0.3 0.3 -0.1
0.5 -0.4 0.5
-0.4 -0.2 0.5
0.3 -0.2 -0.4
0.5 0.2 -0.1
0.5 0.2 -0.1
-0.1 0.3 -0.1
-0.2 -0.4 -0.3
0.4 0.3 -0.3
0.0 0.3 0.0
0.0 -0.4 0.0
0.0 -0.2 0.5
-0.4 0.2 -0.2
0.5 0.1 -0.3
-0.4 0.4 0.0
-0.1 -0.5 -0.1
0.4 0.0 0.1
0.2 0.1 0.5
0.0 -0.5 -0.3
-0.2 0.4 -0.3
-0.2 0.1 0.5
0.4 0.3 -0.3
-0.2 -0.5 -0.3
0.3 0.4 0.5
-0.3 0.4 -0.3
-0.2 -0.6 -0.2
-0.1 -0.3 0.3
-0.4 0.3 -0.3
0.5 0.2 0.1
-0.1 -0.1 0.2
0.1 -0.4 -0.3
-0.4 0.4 -0.2